[1]
Entry from OMol25: an isolated molecule of C3H6O2S2 at a distorted geometry (ωB97M-V/def2-TZVPD).

Properties
2S+1: 3
HOMO (spin up / spin down) in eV: -4.91 / -8.69
LUMO level (spin up / spin down) in eV: 0.01 / -4.35
F_max in eV Å⁻¹: 6.7
Energy relative to the best compared isomer or geometry (same formula, charge and spin) in kcal per mole: 68.9
Total charge: 0

Last column: Mulliken spin population.
Atoms and positions in Å:
1 O 0.140 -2.168 0.140  0.365
2 S 0.245 0.531 -1.798  0.839
3 S -1.611 1.233 0.567  0.215
4 H -1.544 -1.232 -0.580  0.067
5 H -2.359 0.759 -0.478  -0.006
6 C -0.566 -1.276 -0.169  0.316
7 H 1.161 1.593 0.895  0.010
8 H 0.764 0.455 1.966  0.005
9 H 2.056 -1.136 0.483  0.003
10 C 1.004 0.528 0.846  -0.010
11 O 2.109 -0.126 0.436  -0.005
12 H -1.149 0.624 -2.273  0.042
13 C -0.251 0.214 -0.033  0.160

=====

[2]
Entry from OMol25: a structure of composition C30H47FMnP2 at a distorted geometry (ωB97M-V/def2-TZVPD).

Properties
2S+1: 5
HOMO (spin up / spin down) in eV: -9.01 / -10.71
LUMO level (spin up / spin down) in eV: -3.83 / -3.16
F_max in eV Å⁻¹: 2.8
Total charge: +1

Last column: Mulliken spin population.
Atoms and positions in Å:
1 C -1.254 3.853 1.791  0.002
2 H 2.194 -0.515 -2.556  -0.015
3 H 0.315 -3.206 -1.510  0.001
4 C 0.041 2.355 -6.693  0.001
5 H -2.048 0.301 3.075  0.001
6 C 2.658 0.389 -2.143  0.033
7 H 0.124 -1.649 -3.209  -0.012
8 H -2.737 1.354 -5.579  0.001
9 H 3.263 -1.404 0.183  0.001
10 H 0.121 3.264 -2.150  -0.003
11 C -1.231 1.791 0.453  0.064
12 H -3.193 0.965 0.104  0.005
13 C 0.961 1.303 -6.134  -0.001
14 H -1.548 -2.148 -2.869  0.005
15 H -4.436 2.861 1.084  -0.001
16 C 0.463 -0.445 1.995  -0.072
17 C 0.525 -1.836 0.121  -0.026
18 C -0.569 2.779 1.191  -0.032
19 H -1.215 2.151 -3.792  0.005
20 C -2.009 -0.725 2.681  0.028
21 H -3.280 0.606 -3.660  0.003
22 C -1.973 -2.657 0.193  -0.017
23 C -2.622 1.804 0.516  -0.002
24 H 3.195 0.047 1.233  -0.005
25 C -1.926 -0.432 -6.409  0.002
26 H 1.364 2.763 -3.311  -0.003
27 H 1.928 -2.461 -1.367  0.000
28 C -2.638 3.871 1.733  0.011
29 H 1.814 0.928 2.927  0.001
30 C 2.426 2.693 -0.417  0.007
31 C -2.039 0.897 -6.290  -0.001
32 Mn -0.255 0.096 -0.409  3.932
33 H -1.796 -3.088 -0.797  0.004
34 C -1.346 1.880 -7.200  -0.001
35 H -1.671 -1.109 -8.418  0.000
36 C -0.858 -0.908 1.753  0.153
37 H -1.264 1.488 -8.224  0.000
38 C 0.300 -0.495 -7.764  0.000
39 H 0.512 2.743 1.330  0.008
40 H -3.271 1.462 -2.066  0.003
41 C 2.803 -0.974 1.084  0.009
42 C -1.101 -1.101 -7.472  0.000
43 H -2.965 -0.928 2.178  0.003
44 H -0.143 3.124 -5.922  0.001
45 H 3.134 0.940 -2.962  -0.001
46 H 1.823 3.590 -0.226  0.000
47 H -3.587 -0.293 -2.140  -0.005
48 C 1.318 -0.990 1.002  -0.009
49 H 1.079 -0.256 4.030  -0.006
50 H -0.944 -2.155 -7.196  0.000
51 C -0.423 1.527 -3.362  -0.002
52 H 0.230 0.274 -8.548  0.000
53 C 1.027 0.037 -6.553  0.001
54 H -1.173 -1.220 -4.355  0.007
55 H 3.143 -1.579 1.944  -0.003
56 F -3.328 4.899 2.329  0.000
57 C 0.597 2.389 -2.619  -0.010
58 C 0.890 0.381 3.153  0.006
59 C -0.854 -1.755 0.585  -0.135
60 H -2.103 -3.490 0.906  -0.008
61 H 1.445 -3.751 -0.250  -0.001
62 P 1.440 1.441 -1.290  0.006
63 H 3.306 2.992 -1.006  -0.001
64 H -1.992 2.774 -7.255  0.000
65 H -2.572 -1.096 -5.830  0.000
66 H 2.768 2.296 0.548  0.001
67 C -0.928 -1.346 -3.294  0.017
68 H 0.921 -1.312 -8.171  0.000
69 H 1.690 -0.693 -6.071  0.000
70 H 0.126 1.119 3.439  0.001
71 H 3.432 0.072 -1.434  -0.001
72 C -3.352 2.848 1.106  0.006
73 H -2.927 -2.113 0.155  -0.009
74 C -3.023 0.532 -2.594  0.017
75 P -1.264 0.202 -2.403  0.049
76 H -1.934 -1.398 3.554  0.006
77 H 0.557 2.869 -7.522  0.000
78 H -0.709 4.648 2.309  -0.001
79 H 1.685 1.667 -5.401  -0.001
80 H 0.042 0.996 -4.203  0.007
81 C 1.079 -2.865 -0.799  -0.023

=====

[3]
Entry from OMol25: a cluster of 3 separate species, C2H4NO in total at a distorted geometry (ωB97M-V/def2-TZVPD).

Properties
2S+1: 3
HOMO (spin up / spin down) in eV: -14.78 / -17.15
LUMO level (spin up / spin down) in eV: -5.04 / -9.77
F_max in eV Å⁻¹: 3.1
Energy relative to the best compared isomer or geometry (same formula, charge and spin) in kcal per mole: 66.0
Total charge: +1

Last column: Mulliken spin population.
Atoms and positions in Å:
1 C -0.437 -0.719 -0.082  0.491
2 N -2.905 -0.010 0.081  0.201
3 H -0.003 -1.032 0.848  0.017
4 H 0.000 -0.946 -1.121  0.019
5 O -4.071 0.104 -0.039  0.739
6 H 0.095 0.802 0.095  0.009
7 C -1.788 -0.353 -0.009  0.305
8 H 0.587 1.361 0.625  0.218

=====

[4]
Entry from OMol25: a structure of composition C22H26IN7PdS2 (ωB97M-V/def2-TZVPD).

Properties
HOMO in eV: -7.81
LUMO level in eV: -0.15
F_max in eV Å⁻¹: 1.0
Energy relative to the best compared isomer or geometry (same formula, charge and spin) in kcal per mole: 0.0
Total charge: 0

Last column: Löwdin charge in e.
Atoms and positions in Å:
1 H -1.624 1.551 1.778  0.098
2 N 3.157 0.485 2.454  -0.120
3 H 5.894 -0.183 4.218  0.108
4 H 4.236 1.367 -0.126  0.067
5 C 3.759 2.104 -0.772  -0.090
6 S 0.671 1.285 -1.052  0.652
7 N -4.780 -0.990 4.600  0.178
8 C -5.562 -1.827 5.371  -0.226
9 C 5.024 0.350 3.861  -0.015
10 C 4.222 -0.182 2.867  -0.125
11 C -6.809 -3.901 6.712  -0.099
12 H -0.165 0.211 -3.297  0.060
13 H 4.409 -1.135 2.387  0.076
14 C 4.663 1.584 4.394  -0.322
15 H -2.063 -3.239 2.543  0.103
16 C -3.922 -1.768 4.001  -0.274
17 C -5.141 -3.158 5.217  -0.193
18 C -2.885 -1.301 3.075  -0.138
19 C 0.238 0.947 -3.985  -0.087
20 C 5.474 2.245 5.466  -0.031
21 H -6.962 -0.506 6.339  0.111
22 S 1.469 2.347 2.227  0.603
23 H -8.075 -2.377 7.540  0.098
24 H 6.059 3.057 5.030  0.088
25 N -0.924 -0.332 1.340  0.012
26 H 3.104 2.689 -4.040  0.090
27 C 4.182 0.688 -2.718  -0.078
28 C -7.243 -2.576 6.877  -0.098
29 Pd 1.689 0.391 0.975  0.150
30 H 4.941 1.328 -3.177  0.092
31 H 4.813 2.684 6.211  0.084
32 C 2.330 2.104 -4.525  -0.048
33 H 1.667 2.781 -5.068  0.094
34 H 2.795 1.428 -5.247  0.093
35 C -1.061 -1.635 1.564  -0.147
36 C -2.017 -2.164 2.415  -0.008
37 C -5.753 -4.217 5.880  -0.026
38 H 2.980 2.612 -0.215  0.030
39 H -0.458 1.787 -4.047  0.094
40 H 4.670 -0.014 -2.038  0.062
41 N 1.551 1.377 -3.532  -0.212
42 H -3.534 -3.860 4.008  0.148
43 C 2.871 1.691 3.007  -0.807
44 C 1.891 1.388 -2.222  -0.743
45 H -3.405 0.763 3.332  0.112
46 N 3.215 1.467 -1.958  -0.222
47 H -7.315 -4.692 7.250  0.099
48 C -6.632 -1.529 6.215  -0.016
49 I 2.579 -1.814 -0.168  0.065
50 H 6.156 1.543 5.943  0.075
51 H 4.509 2.837 -1.084  0.096
52 H -0.365 -2.283 1.041  0.058
53 N 3.589 2.252 3.962  0.119
54 H 3.682 0.114 -3.491  0.088
55 C -1.758 0.493 1.971  -0.141
56 H 0.343 0.502 -4.976  0.091
57 N -4.091 -3.090 4.331  0.164
58 H -5.420 -5.240 5.755  0.107
59 C -2.747 0.063 2.836  0.001

=====

Question: Which value of total charge does entry 2 give?
Answer: +1

=====

Question: What is the F_max in the first record?
Answer: 6.7 eV Å⁻¹